This record from OMol25 describes 2 unconnected molecules or ions with the total composition C3H12N3O. The level of theory is ωB97M-V/def2-TZVPD.

Calculated values
Spin multiplicity   1
LUMO   -2.87 eV
Net charge   +1

Structure (XYZ):
```
19
Properties=species:S:1:pos:R:3:mulliken_charge:R:1
C 0.27900 1.43842 0.50110 -0.90
C -1.67814 0.00116 0.80688 0.79
N -2.32070 -1.13780 0.45768 -0.47
N -0.41592 0.15330 0.47595 -0.06
N -2.35635 0.92172 1.47362 -0.34
H -1.76865 -1.86329 0.02728 0.24
H -2.95080 -1.54445 1.14972 0.26
H -0.02779 -0.55603 -0.13265 0.18
H -2.14289 1.90844 1.53468 0.18
H -3.28921 0.69001 1.77868 0.22
H 0.77633 1.63436 -0.44442 0.24
H 0.98172 1.45182 1.32568 0.33
H -0.42827 2.25503 0.61035 0.34
C 2.80889 -1.10870 -1.40851 -0.57
O 1.51151 -0.47295 -1.58753 -0.52
H 1.60777 0.01958 -2.41256 0.28
H 3.13709 -1.57060 -2.32956 0.28
H 3.58379 -0.36682 -1.18992 0.26
H 2.69262 -1.85318 -0.63647 0.25
```

---

This record from OMol25 describes 2 unconnected molecules or ions with the total composition C8H10NOS. The level of theory is ωB97M-V/def2-TZVPD.

Calculated values
Spin multiplicity   1
LUMO (alpha / beta)   -5.08 / -5.08 eV
Net charge   +1

Structure (XYZ):
```
21
Properties=species:S:1:pos:R:3:mulliken_charge:R:1
C -2.90893 0.22063 0.66567 -0.36
C -2.52875 1.42485 -0.03320 -0.23
C -1.99331 -0.78217 0.78111 -0.71
C -1.21129 1.75291 -0.32176 -0.69
C -0.70108 -0.55810 0.01120 0.57
C -0.17297 0.81448 0.00475 0.81
C 2.48940 -0.44159 1.01976 -0.18
C -0.29679 -1.53401 -0.86132 -0.93
N 1.14438 0.87251 -0.17187 -0.11
O 1.97494 1.85876 -0.40564 -0.39
S 3.89163 -0.04510 0.16269 0.04
H -3.83510 0.22254 1.33012 0.33
H -3.17077 2.30096 -0.15851 0.35
H -2.15462 -1.82997 1.10000 0.41
H -1.03370 2.76531 -0.76363 0.29
H 1.78619 -1.14976 0.61470 0.26
H -0.92001 -2.34179 -1.14256 0.39
H 0.67439 -1.55665 -1.33829 0.27
H 2.33148 -0.09014 1.96377 0.33
H 1.69312 2.77712 -0.24074 0.34
H 3.43143 -0.72094 -0.88008 0.20
```

---

This record from OMol25 describes a molecular structure, C41H40N4O2ReS2Te. The level of theory is ωB97M-V/def2-TZVPD.

Calculated values
Spin multiplicity   1
LUMO   -3.39 eV
Net charge   +1

Structure (XYZ):
```
91
Properties=species:S:1:pos:R:3:mulliken_charge:R:1
Re 2.52157 -1.95510 1.29853 0.86
O 2.70247 -3.12414 -0.45806 -0.76
N 2.42783 -4.43048 -0.46362 0.30
C 2.49636 -5.06098 -1.65957 -0.32
C 2.25775 -6.40017 -1.74053 -0.80
C 1.94912 -7.10214 -0.56926 -0.17
C 1.87782 -6.43111 0.62459 -0.83
C 2.10957 -5.04794 0.68885 0.74
S 2.01359 -4.10549 2.13670 -0.53
H 2.75605 -4.41922 -2.48629 0.51
H 2.31537 -6.88858 -2.70277 0.43
H 1.77110 -8.16972 -0.60474 0.40
H 1.64302 -6.94230 1.54854 0.44
S -0.40076 0.21142 1.95018 -0.22
C -0.67894 1.63864 2.88462 0.29
N -0.77686 2.89333 2.42158 0.30
C -0.92691 3.95371 3.22913 0.11
C -0.98817 3.76545 4.57486 -0.95
C -0.95783 2.43204 5.00386 -0.05
N -0.80650 1.40682 4.19798 -0.33
H -0.91027 3.02747 1.40175 -0.22
H -1.00354 4.91619 2.73966 0.49
H -1.09308 4.59306 5.25890 0.43
H -1.06872 2.19035 6.05756 0.46
C -5.43511 4.44821 -0.19255 -1.67
C -4.20459 3.58388 -0.28080 0.62
C -2.96862 4.11154 -0.61813 -0.82
C -1.81917 3.31748 -0.70150 0.60
C -0.55412 4.05869 -1.11260 -2.18
C -1.90845 1.93364 -0.42296 0.80
Te 0.04415 0.82059 -0.44032 0.74
N 1.64637 -0.51425 0.01752 -0.56
C 2.83180 -0.21539 -0.47888 1.10
O 3.81739 -0.68874 0.19804 -0.80
C 3.11957 0.50120 -1.75383 -0.41
C 2.25913 0.38977 -2.84123 -0.02
C 2.55539 1.02848 -4.03955 -0.86
C 3.72041 1.77448 -4.15342 -0.51
C 4.59497 1.86783 -3.07505 -0.65
C 4.30181 1.22534 -1.88177 -0.47
C -0.83285 -0.55140 -1.80598 1.21
C -1.15328 0.01905 -3.04427 1.06
C -0.96941 1.47214 -3.41677 -2.07
C -1.69384 -0.80782 -4.02636 -1.03
C -1.91842 -2.15627 -3.81329 0.54
C -2.49731 -3.03648 -4.89004 -1.70
C -1.59093 -2.68045 -2.56868 -0.95
C -1.05050 -1.91078 -1.54496 1.03
C -0.75000 -2.60166 -0.24683 -2.13
C -3.16750 1.38384 -0.10158 0.67
C -3.42740 -0.08505 0.15194 -2.10
C -4.27741 2.21638 -0.03524 -0.61
H -5.20182 5.49630 -0.37498 0.40
H -5.90043 4.36808 0.79149 0.36
H -6.18110 4.13811 -0.92616 0.34
H -2.88583 5.17351 -0.83491 0.39
H -0.53055 5.05163 -0.66128 0.57
H -0.54169 4.21008 -2.19422 0.46
H 0.37723 3.56620 -0.85632 0.21
H 1.39040 -0.25679 -2.77319 0.74
H 1.88917 0.92675 -4.88820 0.48
H 3.96047 2.26341 -5.08983 0.41
H 5.51240 2.43481 -3.17148 0.42
H 4.98039 1.27436 -1.03902 0.50
H -0.18495 1.98604 -2.86258 0.01
H -1.89613 2.03162 -3.27160 0.46
H -0.68981 1.54957 -4.46734 0.58
H -1.94112 -0.37079 -4.98940 0.39
H -2.75950 -2.46236 -5.77789 0.38
H -3.39550 -3.54467 -4.53539 0.37
H -1.78382 -3.80795 -5.18643 0.34
H -1.76839 -3.73476 -2.37439 0.48
H -1.33924 -3.51515 -0.16131 0.83
H -0.97561 -1.99471 0.63103 0.13
H 0.30327 -2.85910 -0.17045 0.17
H -2.53368 -0.69666 0.14518 0.17
H -4.09096 -0.48012 -0.62118 0.37
H -3.92326 -0.23070 1.11387 0.52
H -5.24015 1.77614 0.21336 0.47
C 2.43492 -1.24231 2.89547 -0.86
C 2.33473 -0.69957 4.24653 1.61
C 2.93536 0.52361 4.53301 -0.24
C 2.88120 1.05435 5.81538 -0.65
C 2.21977 0.37093 6.82538 -0.47
C 1.61635 -0.85229 6.54667 -0.64
C 1.67481 -1.38465 5.26768 -0.28
H 3.47417 1.04136 3.74444 0.51
H 3.37255 1.99823 6.03184 0.41
H 2.18683 0.77780 7.82896 0.43
H 1.10662 -1.39511 7.33316 0.41
H 1.21075 -2.34056 5.05074 0.44
```

---

This record from OMol25 describes 2 unconnected molecules or ions with the total composition C8H21N. The level of theory is ωB97M-V/def2-TZVPD.

Calculated values
Spin multiplicity   1
LUMO   1.10 eV
Structure (SMILES)   CCCCCC.CCN

Structure (XYZ):
```
30
Properties=species:S:1:pos:R:3:mulliken_charge:R:1
C 1.51138 -4.12341 3.77502 -1.23
C 1.20034 -2.63278 3.90850 -0.22
C 2.46318 -1.77986 4.01125 -0.57
C 2.17026 -0.28707 4.14527 -0.59
C 3.43310 0.56584 4.24802 -0.34
C 3.12207 2.05647 4.38151 -1.28
H 2.08191 -4.47063 4.65282 0.30
H 2.11456 -4.30412 2.86942 0.29
H 0.58272 -4.71417 3.70286 0.37
H 0.61378 -2.29899 3.03102 0.17
H 0.58121 -2.46516 4.81073 0.30
H 3.05035 -2.11220 4.88889 0.35
H 3.08292 -1.94603 3.10917 0.23
H 1.58309 0.04526 3.26764 0.13
H 1.55052 -0.12091 5.04736 0.51
H 4.01967 0.23205 5.12549 0.35
H 4.05223 0.39823 3.34578 0.25
H 4.05072 2.64723 4.45366 0.36
H 2.51889 2.23718 5.28712 0.33
H 2.55152 2.40370 3.50373 0.28
C 1.27131 -0.72684 -0.02896 -1.08
C 2.58074 0.00653 0.21625 -0.14
N 2.30825 1.41340 0.53635 -0.55
H 0.62159 -0.64525 0.85862 0.22
H 1.45508 -1.79503 -0.23344 0.31
H 0.74342 -0.28902 -0.89283 0.36
H 3.09397 -0.43680 1.09117 0.07
H 3.24181 -0.12177 -0.66238 0.37
H 3.18618 1.91811 0.70125 0.22
H 1.86478 1.86941 -0.26867 0.22
```

---

This record from OMol25 describes a molecular structure, C10H12N2O3. The level of theory is ωB97M-V/def2-TZVPD.

Calculated values
Spin multiplicity   1
LUMO   0.65 eV

Structure (XYZ):
```
27
Properties=species:S:1:pos:R:3:mulliken_charge:R:1
N -2.02138 -2.15242 0.55201 -0.44
C -2.19232 -0.88833 0.11467 0.16
C -3.46960 -0.45992 -0.38179 -0.41
C -3.91221 0.71135 -0.68071 -0.39
C -3.00902 1.58837 -0.64346 -0.68
C -1.82052 1.37891 -0.00625 -0.17
C -1.46574 0.02540 0.41058 0.69
C -0.03011 -0.14760 0.51950 1.08
O 0.27818 -1.25005 0.94834 -0.76
C 1.06587 0.89607 0.53978 -1.06
H 0.84133 1.70251 -0.35603 0.36
H 0.78679 1.71551 1.29300 0.52
C 2.46671 0.18651 0.47355 0.06
N 3.43788 1.50628 0.89179 -0.68
H 3.34395 1.69453 1.69614 0.21
H 4.28488 1.03923 0.81794 0.25
C 2.78693 -0.45644 -0.69452 0.41
O 1.92560 -0.53886 -1.54922 -0.52
O 4.13632 -0.57263 -0.89520 -0.39
H 4.16492 -1.05755 -1.57087 0.29
H 2.42493 -0.45695 1.23833 0.38
H -1.17664 2.36578 0.21944 0.18
H -3.31231 2.90061 -0.65542 0.09
H -5.02414 1.02310 -0.83839 0.29
H -4.35330 -1.17638 -0.71155 0.05
H -2.62894 -2.86064 0.20341 0.23
H -1.10556 -2.55381 0.71626 0.25
```

---

This record from OMol25 describes a single C3H2BrClN2O molecule. The level of theory is ωB97M-V/def2-TZVPD.

Calculated values
Spin multiplicity   3
LUMO (alpha / beta)   0.05 / -4.24 eV

Structure (XYZ):
```
10
Properties=species:S:1:pos:R:3:mulliken_charge:R:1
C -2.97255 -2.27063 1.19079 0.08
C -0.67084 -0.69979 0.92569 0.53
C -2.09448 -0.83633 0.37220 0.19
N -3.56245 -3.13237 1.63110 -0.37
N 0.11594 0.04082 0.12758 -0.38
O -0.35832 -1.16741 1.98838 -0.28
Cl -3.06783 0.57162 0.73303 -0.09
Br -2.15013 -1.34983 -1.49648 -0.05
H -0.17697 0.32997 -0.79465 0.15
H 1.07002 0.20614 0.40762 0.22
```

---

This record from OMol25 describes a molecular structure, C3H8FN2. The level of theory is ωB97M-V/def2-TZVPD.

Calculated values
Spin multiplicity   1
LUMO   -3.27 eV
Net charge   +1

Structure (XYZ):
```
14
Properties=species:S:1:pos:R:3:mulliken_charge:R:1
C 1.32976 -0.03148 -0.59711 -0.67
C 0.51456 1.21531 -0.33364 0.22
C -0.49492 0.52035 0.70572 0.01
N -1.73053 0.48115 0.34791 -0.39
N 0.55192 -0.92880 0.25031 -0.34
F 1.08853 2.25327 0.30729 -0.29
H 1.29248 -0.08056 -1.66537 0.24
H 2.42880 -0.10710 -0.43804 0.35
H -0.13643 1.55040 -1.13727 0.33
H -0.24364 0.50684 1.74955 0.42
H -2.09621 0.58297 -0.61333 0.22
H -2.55809 0.22836 0.91537 0.26
H -0.04414 -1.56106 -0.36376 0.33
H 1.11829 -1.40493 0.92790 0.31
```

---

This record from OMol25 describes a molecular structure, C28H46N4O3P2STeTi. The level of theory is ωB97M-V/def2-TZVPD.

Calculated values
Spin multiplicity   3
LUMO (alpha / beta)   0.50 / -0.26 eV

Structure (XYZ):
```
86
Properties=species:S:1:pos:R:3:mulliken_charge:R:1
Ti -0.23507 1.01342 -0.22199 0.44
C -3.76734 5.36762 -0.59213 -0.90
C -3.43733 4.95033 -2.01408 -0.38
N -3.20624 3.52636 -2.13558 -0.11
C -2.03152 2.95649 -1.75906 0.21
S -1.82381 1.24377 -2.09394 -0.65
N -1.14566 3.72679 -1.19162 -1.19
N -0.06168 2.97042 -0.76109 1.29
C 1.09085 3.60100 -0.68425 0.63
C 1.23522 5.05085 -1.00025 -1.72
C 2.17241 2.73855 -0.32647 0.43
C 3.49552 3.15925 -0.07717 -0.98
C 4.42733 2.25642 0.34978 -0.62
C 4.03940 0.91276 0.54567 -1.35
C 2.75032 0.56228 0.27355 -1.36
N 1.81661 1.42419 -0.19752 0.63
H -3.94298 6.44234 -0.54751 0.35
H -2.95185 5.12055 0.08696 0.15
H -4.66993 4.86242 -0.24858 0.27
H -2.56499 5.49485 -2.38708 0.24
H -4.27906 5.18524 -2.67043 0.41
H -3.76626 2.99169 -2.77873 0.24
H 0.67235 5.66025 -0.29092 0.29
H 0.81098 5.26274 -1.98327 0.34
H 2.27246 5.36795 -0.98927 0.47
H 3.76165 4.19765 -0.20197 0.28
H 5.44134 2.57490 0.55031 0.43
H 4.73042 0.16810 0.91209 0.51
H 2.39413 -0.44523 0.43647 1.48
C -1.66121 -1.87686 -3.36089 -1.81
C -0.58481 -2.86387 -2.89148 2.26
C 0.50982 -2.87907 -3.96337 -1.94
C -1.22566 -4.24854 -2.79252 -1.84
P 0.07800 -2.20017 -1.26699 0.36
C -1.22242 -2.73821 -0.09159 1.38
C -2.36541 -1.94041 -0.02298 -0.48
C -3.40514 -2.23882 0.84384 -0.88
C -3.32108 -3.34466 1.67645 -0.76
C -2.18531 -4.14259 1.63272 -0.77
C -1.15100 -3.84186 0.75781 -0.34
C 1.61708 -3.14922 -0.80214 2.18
C 2.81534 -2.46454 -1.49260 -1.92
C 1.77340 -3.00715 0.73475 -2.27
C 1.69626 -4.63423 -1.17934 -2.05
H -2.07035 -2.24243 -4.30661 0.61
H -1.25702 -0.87999 -3.53156 0.27
H -2.49002 -1.79461 -2.65787 0.29
H 0.03007 -3.03459 -4.93271 0.56
H 1.23547 -3.67966 -3.82620 0.31
H 1.04840 -1.93166 -4.01793 0.34
H -1.54687 -4.54666 -3.79376 0.55
H -2.10680 -4.23608 -2.14990 0.28
H -0.55047 -5.01518 -2.42288 0.26
H -2.44950 -1.04060 -0.63024 0.07
H -4.26338 -1.58007 0.88297 0.43
H -4.12381 -3.57640 2.36294 0.37
H -2.10209 -5.00437 2.28208 0.43
H -0.28149 -4.48480 0.76331 0.21
H 2.81865 -1.38358 -1.35656 0.40
H 2.84473 -2.66363 -2.55888 0.40
H 3.73629 -2.85919 -1.05726 0.50
H 1.64532 -3.97669 1.21744 0.40
H 2.77824 -2.65764 0.97619 0.52
H 1.06162 -2.31950 1.19706 0.34
H 1.72355 -4.78356 -2.25811 0.36
H 0.88398 -5.23881 -0.78124 0.30
H 2.63061 -5.03378 -0.77494 0.53
C 1.61724 3.91248 3.35420 -1.13
C 0.26907 3.28483 3.09441 -0.22
O 0.50933 2.00393 2.47961 -0.04
P -0.63563 0.87472 2.48327 -0.10
O -0.06221 -0.15280 1.49734 0.91
Te -2.60770 1.76113 1.68261 -0.19
O -0.62749 0.32661 3.96423 -0.52
C 0.47753 -0.52842 4.36893 -0.35
C 0.07124 -1.97201 4.23177 -0.68
H 1.49829 4.96460 3.61687 0.39
H 2.23799 3.85495 2.46115 0.14
H 2.13987 3.41348 4.16825 0.32
H -0.34482 3.87392 2.40702 0.13
H -0.29764 3.13476 4.01775 0.45
H 0.68461 -0.24906 5.40268 0.45
H 1.35558 -0.28602 3.76751 0.16
H -0.76249 -2.21067 4.88838 0.35
H 0.90790 -2.61892 4.49809 0.37
H -0.22097 -2.19778 3.20702 -0.11
```